{
  "formula": "C61H85N6O3Ti",
  "method": "the ωB97M-V functional and the def2-TZVPD basis",
  "species": ["Ti", "C", "C", "C", "C", "C", "C", "C", "C", "N", "C", "C", "N", "C", "C", "N", "C", "C", "C", "C", "C", "C", "C", "C", "C", "O", "C", "C", "C", "C", "C", "C", "C", "C", "C", "C", "C", "C", "C", "C", "C", "O", "C", "C", "C", "C", "C", "C", "C", "C", "C", "O", "C", "C", "C", "C", "C", "C", "H", "H", "H", "H", "H", "H", "H", "H", "H", "H", "H", "H", "H", "H", "H", "H", "H", "H", "H", "H", "H", "H", "H", "H", "H", "H", "H", "H", "H", "H", "H", "H", "H", "H", "H", "H", "H", "H", "H", "H", "H", "H", "H", "H", "H", "H", "H", "H", "H", "H", "H", "H", "H", "H", "H", "H", "H", "H", "H", "H", "H", "H", "H", "H", "H", "H", "H", "H", "H", "H", "H", "H", "H", "H", "H", "H", "H", "H", "N", "C", "C", "C", "C", "C", "C", "C", "N", "C", "C", "N", "C", "H", "H", "H", "H", "H", "H", "H"],
  "positions_angstrom": [[-0.375, -0.052, -0.554], [-2.940, -7.578, -0.830], [-1.519, -7.022, -0.715], [-0.793, -7.269, -2.049], [-0.792, -7.775, 0.409], [-1.506, -5.525, -0.428], [-0.299, -4.868, -0.248], [-0.227, -3.496, -0.076], [1.163, -2.905, 0.003], [1.265, -1.634, 0.731], [2.627, -1.092, 0.621], [2.756, 0.012, -0.422], [1.610, 0.945, -0.461], [1.627, 1.898, 0.665], [1.180, 1.298, 1.997], [-0.029, 0.461, 1.875], [0.046, -0.742, 2.714], [0.903, -1.869, 2.132], [-1.190, 1.207, 2.394], [-1.483, 2.523, 1.745], [-1.631, 3.640, 2.548], [-2.122, 4.826, 2.026], [-2.600, 4.754, 0.725], [-2.559, 3.625, -0.093], [-1.808, 2.519, 0.379], [-1.331, 1.464, -0.343], [-3.446, 3.699, -1.350], [-2.674, 4.379, -2.494], [-4.695, 4.565, -1.073], [-4.026, 2.320, -1.718], [-2.269, 6.112, 2.829], [-1.700, 5.967, 4.243], [-3.760, 6.468, 2.944], [-1.520, 7.247, 2.118], [1.721, 1.708, -1.725], [1.604, 0.899, -3.004], [2.022, 1.523, -4.175], [1.945, 0.885, -5.395], [1.539, -0.453, -5.378], [1.150, -1.141, -4.240], [1.083, -0.406, -3.020], [0.549, -0.882, -1.872], [1.013, -2.670, -4.316], [-0.298, -3.222, -3.739], [1.123, -3.204, -5.749], [2.230, -3.236, -3.557], [2.305, 1.548, -6.722], [2.795, 2.984, -6.527], [1.065, 1.579, -7.628], [3.416, 0.751, -7.426], [-1.402, -2.729, -0.074], [-1.319, -1.378, 0.012], [-2.655, -3.379, -0.155], [-2.660, -4.755, -0.351], [-3.984, -2.616, -0.024], [-5.178, -3.573, -0.011], [-4.182, -1.650, -1.204], [-4.009, -1.827, 1.299], [-2.893, -8.647, -1.042], [-3.488, -7.100, -1.644], [-3.495, -7.444, 0.100], [-0.770, -8.337, -2.275], [0.236, -6.909, -2.013], [-1.309, -6.755, -2.863], [-0.866, -8.852, 0.247], [-1.236, -7.541, 1.378], [0.267, -7.517, 0.447], [0.631, -5.427, -0.257], [1.519, -2.736, -1.007], [1.829, -3.647, 0.465], [3.338, -1.884, 0.359], [2.946, -0.714, 1.588], [2.849, -0.439, -1.406], [3.678, 0.572, -0.232], [0.948, 2.716, 0.420], [2.631, 2.320, 0.793], [0.988, 2.142, 2.666], [1.983, 0.722, 2.451], [-0.973, -1.112, 2.823], [0.398, -0.475, 3.717], [0.319, -2.786, 2.188], [1.800, -2.031, 2.737], [-1.054, 1.366, 3.471], [-2.072, 0.575, 2.262], [-1.364, 3.553, 3.594], [-3.091, 5.631, 0.327], [-2.494, 5.425, -2.241], [-3.255, 4.347, -3.419], [-1.706, 3.920, -2.675], [-4.485, 5.635, -1.075], [-5.145, 4.299, -0.116], [-5.428, 4.382, -1.860], [-3.329, 1.513, -1.568], [-4.359, 2.312, -2.758], [-4.895, 2.120, -1.086], [-2.243, 5.210, 4.812], [-1.797, 6.914, 4.774], [-0.642, 5.700, 4.218], [-4.315, 5.642, 3.392], [-4.200, 6.681, 1.968], [-3.891, 7.351, 3.572], [-0.453, 7.023, 2.058], [-1.646, 8.181, 2.668], [-1.891, 7.399, 1.103], [2.700, 2.201, -1.741], [0.973, 2.505, -1.702], [2.416, 2.531, -4.104], [1.573, -0.991, -6.315], [-1.119, -3.077, -4.447], [-0.571, -2.753, -2.804], [-0.205, -4.297, -3.570], [0.364, -2.781, -6.409], [0.979, -4.286, -5.731], [2.106, -3.009, -6.180], [2.243, -2.904, -2.520], [3.154, -2.890, -4.024], [2.218, -4.328, -3.573], [2.033, 3.603, -6.047], [3.021, 3.427, -7.497], [3.706, 3.011, -5.925], [0.290, 2.216, -7.198], [0.647, 0.582, -7.773], [1.324, 1.982, -8.609], [4.268, 0.608, -6.759], [3.757, 1.290, -8.311], [3.064, -0.230, -7.750], [-3.613, -5.253, -0.440], [-5.267, -4.114, -0.955], [-6.095, -3.000, 0.129], [-5.105, -4.294, 0.805], [-4.251, -2.209, -2.141], [-3.367, -0.938, -1.276], [-5.113, -1.095, -1.073], [-3.806, -2.488, 2.145], [-4.992, -1.375, 1.446], [-3.269, -1.032, 1.283], [-4.665, -1.452, -10.963], [-4.264, -1.132, -9.935], [-3.773, -0.745, -8.646], [-4.117, 0.496, -8.112], [-3.658, 0.859, -6.860], [-2.846, -0.013, -6.146], [-2.500, -1.248, -6.675], [-2.963, -1.619, -7.923], [-2.330, 0.377, -4.887], [-1.814, 1.618, -4.586], [-1.382, 1.535, -3.304], [-1.617, 0.277, -2.805], [-2.173, -0.392, -3.785], [-4.746, 1.166, -8.682], [-3.934, 1.813, -6.430], [-1.849, -1.901, -6.108], [-2.688, -2.573, -8.350], [-1.813, 2.429, -5.292], [-0.939, 2.299, -2.699], [-2.523, -1.409, -3.728]],
  "mulliken_charge": [-0.265, -2.168, 1.991, -1.593, -1.690, -0.547, -0.492, 0.907, -0.950, 0.947, -1.646, -0.523, 1.006, -1.015, -1.436, 0.814, -1.447, -0.669, -1.777, 0.512, -0.405, -0.539, -0.550, -0.965, 0.461, -0.354, 2.914, -1.724, -2.141, -0.892, 1.923, -2.052, -1.603, -1.601, -1.742, 0.351, -1.004, -0.138, -0.837, 0.275, -0.044, 1.603, 2.262, -0.931, -2.278, -1.546, 1.868, -2.164, -1.467, -1.732, 0.670, 0.751, -0.636, -0.571, 2.164, -2.528, -1.500, -1.280, 0.447, 0.391, 0.414, 0.507, 0.332, 0.289, 0.485, 0.358, 0.305, 0.551, -1.397, 0.845, 0.694, 0.526, 0.132, 0.551, 0.414, 0.516, 0.847, 0.548, 0.656, 0.491, 0.220, 0.606, 0.593, 0.125, 0.597, 0.409, 0.364, 0.484, 0.273, 0.447, 0.448, 0.458, -0.634, 0.393, 0.581, 0.367, 0.435, 0.393, 0.340, 0.330, 0.461, 0.357, 0.456, 0.278, 0.886, 0.247, 0.754, 0.553, -0.144, -0.664, 0.823, 0.285, 0.467, 0.437, 0.092, 0.321, 0.546, 0.356, 0.440, 0.398, 0.235, 0.295, 0.482, 0.342, 0.499, 0.301, 0.784, 0.440, 0.456, 0.463, 0.387, -0.241, 0.586, 0.326, 0.478, -0.128, -0.495, -0.096, 0.492, -0.894, -0.694, 0.366, 0.374, -1.025, 0.722, -0.830, -0.549, 1.256, -1.424, 0.486, 0.538, 0.249, 0.475, 0.928, -0.892, 0.846],
  "charge": 1,
  "lumo_energy_ev": -2.1,
  "e_tot_ha": -3779.143424,
  "homo_lumo_gap_ev": 8.35
}

***

{
  "formula": "C32H66NO12PbS5",
  "method": "the ωB97M-V functional and the def2-TZVPD basis",
  "species": ["Pb", "C", "C", "C", "O", "H", "H", "H", "H", "H", "H", "H", "C", "C", "C", "S", "O", "O", "C", "H", "H", "H", "H", "H", "H", "H", "H", "C", "C", "C", "S", "O", "O", "C", "H", "H", "H", "H", "H", "H", "H", "H", "C", "C", "C", "S", "O", "O", "C", "H", "H", "H", "H", "H", "H", "H", "H", "C", "C", "C", "S", "O", "O", "C", "H", "H", "H", "H", "H", "H", "H", "H", "C", "C", "C", "S", "O", "O", "C", "H", "H", "H", "H", "H", "H", "H", "H", "C", "C", "C", "C", "C", "C", "N", "O", "C", "C", "C", "H", "H", "H", "H", "H", "H", "H", "H", "H", "H", "H", "H", "H", "H", "H", "H", "H", "H", "H"],
  "positions_angstrom": [[6.291, -4.450, 3.123], [0.981, -0.089, 0.126], [1.847, -0.306, 1.436], [1.209, 0.189, 2.715], [2.310, -1.665, 1.595], [0.350, 0.794, 0.227], [0.382, -0.966, -0.119], [1.638, -0.012, -0.740], [2.741, 0.291, 1.260], [1.875, 0.529, 3.508], [0.475, -0.441, 3.218], [0.613, 1.061, 2.447], [2.120, -10.750, -0.473], [1.013, -9.746, -0.567], [1.665, -8.332, -0.456], [3.307, -8.428, -1.441], [4.343, -7.890, -0.558], [3.251, -7.974, -2.838], [3.264, -10.285, -1.390], [1.955, -11.815, -0.638], [2.475, -10.711, 0.557], [0.200, -9.746, 0.159], [0.549, -9.878, -1.545], [1.951, -8.165, 0.582], [0.993, -7.570, -0.850], [4.302, -10.579, -1.234], [2.914, -10.610, -2.370], [3.408, 7.133, -1.603], [2.917, 7.094, -0.137], [3.697, 8.186, 0.633], [5.383, 8.303, -0.134], [6.348, 7.487, 0.622], [5.805, 9.663, -0.430], [4.931, 7.336, -1.623], [2.780, 7.815, -2.176], [3.135, 6.206, -2.106], [3.279, 6.131, 0.222], [1.835, 7.103, 0.000], [3.792, 8.019, 1.706], [3.130, 9.107, 0.764], [5.459, 6.383, -1.625], [5.164, 7.911, -2.519], [2.897, 5.628, 8.173], [3.992, 6.715, 8.478], [4.121, 6.749, 10.031], [2.353, 6.682, 10.657], [1.939, 8.058, 10.959], [2.159, 5.718, 11.735], [1.656, 6.059, 9.096], [3.303, 4.629, 8.331], [2.581, 5.602, 7.130], [3.758, 7.690, 8.049], [5.022, 6.521, 8.181], [4.522, 7.639, 10.517], [4.546, 5.840, 10.457], [1.047, 6.874, 8.705], [1.046, 5.217, 9.422], [-2.356, -5.742, 5.384], [-2.632, -7.178, 5.781], [-4.159, -7.601, 5.708], [-5.085, -6.010, 5.173], [-6.172, -5.700, 6.102], [-5.280, -6.024, 3.761], [-3.630, -4.936, 5.498], [-2.117, -5.743, 4.320], [-1.581, -5.192, 5.917], [-2.356, -7.358, 6.820], [-1.850, -7.664, 5.197], [-4.480, -7.960, 6.685], [-4.380, -8.519, 5.164], [-3.783, -4.598, 6.522], [-3.785, -4.042, 4.895], [9.212, -2.559, -5.134], [7.823, -2.286, -5.713], [6.981, -1.736, -4.507], [8.111, -1.043, -3.251], [7.952, -1.876, -2.041], [7.884, 0.384, -3.175], [9.667, -1.414, -4.211], [9.848, -2.700, -6.008], [9.119, -3.544, -4.675], [7.315, -3.184, -6.065], [7.814, -1.598, -6.558], [6.289, -2.455, -4.068], [6.453, -0.847, -4.852], [10.481, -1.631, -3.519], [9.915, -0.647, -4.944], [-5.423, 2.434, -5.108], [-6.688, 2.016, -4.284], [-7.395, 3.283, -3.853], [-8.245, 3.920, -4.947], [-9.336, 2.873, -5.335], [-8.694, 1.527, -5.772], [-7.716, 1.051, -4.772], [-7.205, -0.120, -5.181], [-9.948, 0.553, -5.807], [-8.258, 1.681, -7.268], [-6.199, 1.394, -2.968], [-4.864, 1.547, -5.406], [-4.718, 3.122, -4.643], [-5.722, 3.045, -5.960], [-7.806, 3.120, -2.856], [-6.618, 3.989, -3.560], [-7.639, 4.028, -5.847], [-8.568, 4.839, -4.459], [-10.010, 3.220, -6.118], [-9.935, 2.744, -4.434], [-10.636, 0.647, -4.967], [-10.500, 0.716, -6.732], [-9.610, -0.474, -5.670], [-8.119, 0.707, -7.737], [-9.035, 2.273, -7.752], [-7.303, 2.202, -7.336], [-5.570, 0.504, -2.986], [-7.059, 1.283, -2.308], [-5.580, 2.124, -2.446], [-7.843, -0.798, -4.945]],
  "mulliken_charge": [0.963, -1.094, 0.604, -1.155, -0.399, 0.329, 0.315, 0.302, 0.192, 0.304, 0.315, 0.323, -0.598, -0.603, -0.697, 1.025, -0.644, -0.610, -0.663, 0.351, 0.277, 0.337, 0.308, 0.368, 0.397, 0.415, 0.335, -0.726, -0.589, -0.701, 1.056, -0.641, -0.627, -0.583, 0.335, 0.345, 0.251, 0.381, 0.385, 0.408, 0.377, 0.328, -0.586, -0.553, -0.757, 1.098, -0.642, -0.648, -0.662, 0.295, 0.325, 0.298, 0.333, 0.417, 0.350, 0.360, 0.371, -0.515, -0.545, -0.699, 1.028, -0.622, -0.602, -0.819, 0.276, 0.348, 0.259, 0.315, 0.391, 0.375, 0.347, 0.462, -0.620, -0.643, -0.626, 1.049, -0.647, -0.631, -0.640, 0.358, 0.319, 0.283, 0.344, 0.408, 0.308, 0.398, 0.340, -1.609, 1.475, -1.391, -0.626, -1.215, 1.120, 0.302, -0.508, -1.575, -1.509, -1.836, 0.376, 0.402, 0.356, 0.470, 0.436, 0.305, 0.382, 0.482, 0.395, 0.388, 0.377, 0.346, 0.379, 0.369, 0.322, 0.305, 0.503, 0.404, 0.374],
  "e_above_lowest_kj_mol": 650.9,
  "charge": 1,
  "lumo_energy_ev": -7.6,
  "e_tot_ha": -4399.521449,
  "homo_lumo_gap_ev": 1.61
}

***

{
  "formula": "C22H44Cl22",
  "method": "the ωB97M-V functional and the def2-TZVPD basis",
  "species": ["Cl", "C", "C", "Cl", "H", "H", "H", "H", "Cl", "C", "C", "Cl", "H", "H", "H", "H", "Cl", "C", "C", "Cl", "H", "H", "H", "H", "Cl", "C", "C", "Cl", "H", "H", "H", "H", "Cl", "C", "C", "Cl", "H", "H", "H", "H", "Cl", "C", "C", "Cl", "H", "H", "H", "H", "Cl", "C", "C", "Cl", "H", "H", "H", "H", "Cl", "C", "C", "Cl", "H", "H", "H", "H", "Cl", "C", "C", "Cl", "H", "H", "H", "H", "Cl", "C", "C", "Cl", "H", "H", "H", "H", "Cl", "C", "C", "Cl", "H", "H", "H", "H"],
  "positions_angstrom": [[2.855, -5.418, 0.910], [2.637, -3.578, 0.858], [2.740, -3.013, 2.219], [1.569, -3.720, 3.375], [1.689, -3.306, 0.354], [3.468, -3.208, 0.266], [2.479, -1.992, 2.142], [3.742, -3.233, 2.592], [0.425, -3.449, -2.536], [-1.323, -2.924, -2.532], [-2.256, -4.074, -2.256], [-1.902, -4.818, -0.653], [-1.489, -2.492, -3.501], [-1.425, -2.228, -1.775], [-2.124, -4.818, -3.033], [-3.259, -3.651, -2.165], [-3.875, -1.031, -1.333], [-5.089, 0.286, -1.283], [-4.536, 1.580, -0.593], [-3.076, 2.215, -1.340], [-5.914, 0.040, -0.624], [-5.417, 0.483, -2.314], [-4.405, 1.528, 0.460], [-5.334, 2.359, -0.719], [-0.181, 2.875, 2.773], [1.128, 1.898, 3.606], [1.475, 2.444, 4.956], [2.276, 4.008, 4.931], [2.004, 1.929, 2.991], [0.649, 0.977, 3.768], [2.071, 1.787, 5.583], [0.596, 2.611, 5.586], [4.966, -0.600, -1.673], [4.061, -1.903, -2.588], [3.393, -1.439, -3.886], [4.677, -0.707, -4.934], [3.219, -2.180, -1.915], [4.778, -2.731, -2.744], [2.605, -0.736, -3.715], [3.114, -2.311, -4.463], [1.076, 3.276, -3.564], [2.809, 3.704, -3.564], [3.469, 2.984, -2.370], [2.667, 3.494, -0.856], [2.819, 4.813, -3.463], [3.318, 3.335, -4.482], [4.563, 3.078, -2.359], [3.237, 1.892, -2.523], [-5.321, 2.765, 3.152], [-5.067, 1.294, 4.148], [-3.598, 0.900, 3.982], [-3.037, 0.113, 2.436], [-5.772, 0.542, 3.764], [-5.394, 1.584, 5.193], [-3.295, 0.127, 4.750], [-2.974, 1.750, 4.044], [-3.914, 0.021, -5.778], [-2.948, 1.405, -5.111], [-1.448, 1.357, -5.317], [-0.695, 0.143, -4.274], [-3.211, 1.448, -4.093], [-3.336, 2.184, -5.693], [-0.901, 2.277, -5.164], [-1.265, 1.027, -6.371], [-3.159, -3.375, 4.346], [-3.159, -4.365, 2.869], [-4.062, -3.803, 1.858], [-5.751, -3.540, 2.572], [-3.768, -5.271, 3.269], [-2.146, -4.576, 2.558], [-4.221, -4.357, 0.936], [-3.746, -2.780, 1.648], [4.809, 1.857, 1.841], [5.921, 2.853, 2.799], [5.682, 4.334, 2.438], [7.033, 5.183, 3.169], [6.971, 2.529, 2.637], [5.701, 2.766, 3.871], [4.777, 4.759, 2.792], [5.749, 4.514, 1.379], [-0.272, -1.730, 0.841], [-0.383, 0.012, 0.377], [0.300, 0.219, -0.989], [2.109, 0.141, -0.763], [0.106, 0.662, 1.159], [-1.436, 0.255, 0.274], [0.077, 1.217, -1.408], [0.076, -0.479, -1.754]],
  "mulliken_charge": [-0.217, 0.312, -0.318, -0.192, -0.184, 0.064, 0.119, 0.441, -0.167, 0.269, -0.356, -0.159, 0.397, -0.601, 0.409, 0.212, -0.026, -0.716, -0.180, -0.154, 0.370, 0.336, -0.096, 0.407, -0.209, -0.088, -0.604, -0.199, 0.081, 0.263, 0.387, 0.367, -0.171, 0.070, -0.216, -0.218, -0.389, 0.475, 0.028, 0.417, -0.142, -0.529, 0.084, -0.137, 0.340, 0.316, 0.334, -0.268, -0.211, -0.330, -0.768, 0.023, 0.261, 0.343, 0.328, 0.333, -0.217, 0.033, -0.500, 0.013, -0.221, 0.396, 0.210, 0.302, -0.187, -0.323, -0.105, -0.219, 0.320, 0.259, 0.310, -0.060, -0.067, -0.626, -0.245, -0.217, 0.371, 0.278, 0.249, 0.252, 0.064, 0.894, 0.372, -0.102, -0.449, -0.383, 0.333, -0.677],
  "e_above_lowest_kj_mol": 171.7,
  "charge": 0,
  "lumo_energy_ev": 0.3,
  "e_tot_ha": -10988.890669,
  "homo_lumo_gap_ev": 10.72,
  "smiles": "ClCCCl.ClCCCl.ClCCCl.ClCCCl.ClCCCl.ClCCCl.ClCCCl.ClCCCl.ClCCCl.ClCCCl.ClCCCl"
}